Record 1
Molecular formula: C42H33N3O2P2Pd
Method: DFT, ωB97M-V/def2-TZVPD

The geometry in ORCA input format:
```
! wB97M-V def2-TZVPD RIJCOSX def2/J DEFGRID3
* xyz -2 1
Pd -0.7177 0.1287 -0.9374
O -2.7657 -0.5892 -4.5171
C -2.2960 -0.4441 -3.3815
O -1.3660 0.3256 -2.9539
C -2.8694 -1.3132 -2.2908
C -3.8232 -2.3178 -2.5808
C -4.1893 -3.1523 -1.5712
C -3.5641 -3.0001 -0.2616
C -3.5398 -4.0131 0.7230
C -2.9514 -3.7817 1.9631
C -2.4393 -2.5274 2.2556
C -2.2705 -1.5860 1.2561
C -2.7053 -1.8648 -0.0622
N -2.3105 -1.0943 -1.1120
H -4.1763 -2.3331 -3.6014
H -4.9525 -3.9157 -1.7709
H -3.9692 -4.9830 0.4863
H -2.8596 -4.5577 2.7012
H -2.1523 -2.2815 3.2679
H -1.8088 -0.6147 1.4318
N 2.0497 -0.1439 -0.1317
P 0.9393 1.0455 0.3521
C 1.6220 2.6579 -0.0071
C 1.2191 3.3585 -1.1314
C 1.5129 4.7215 -1.2324
C 2.1612 5.3755 -0.1798
C 2.7089 4.6518 0.8644
C 2.4552 3.3022 0.9417
C 0.7926 0.8555 2.0793
C 0.6497 1.9311 2.9960
C 1.0066 1.7655 4.3163
C 1.2865 0.5002 4.7776
C 1.4340 -0.5639 3.8877
C 1.1041 -0.4391 2.5608
P 1.3927 -0.7968 -1.5957
C 1.1768 -2.6032 -1.4388
C 0.3968 -3.3020 -2.3806
C 0.0460 -4.6199 -2.1389
C 0.5772 -5.3010 -1.0490
C 1.4395 -4.6251 -0.2007
C 1.7323 -3.2807 -0.3599
C 2.8538 -0.5044 -2.6379
C 3.8056 0.4411 -2.1915
C 5.1490 0.1645 -2.3787
C 5.5673 -0.8388 -3.2307
C 4.5886 -1.6241 -3.8546
C 3.2306 -1.4407 -3.6112
H 3.0241 0.1227 -0.1264
H 0.6502 2.8425 -1.9092
H 1.2171 5.2315 -2.1515
H 2.1816 6.4517 -0.1667
H 3.3325 5.1153 1.6286
H 2.8946 2.7270 1.7710
H 0.3334 2.9084 2.6326
H 0.9909 2.6053 4.9978
H 1.4137 0.3448 5.8480
H 1.7939 -1.5291 4.2827
H 1.1234 -1.2701 1.8476
H 0.0757 -2.7726 -3.2856
H -0.6214 -5.1717 -2.8174
H 0.2651 -6.3213 -0.7902
H 1.9707 -5.1949 0.5700
H 2.3812 -2.7347 0.3594
H 3.4757 1.4050 -1.7828
H 5.9083 0.8231 -1.9397
H 6.6113 -0.9650 -3.4651
H 4.9185 -2.3883 -4.5410
H 2.5085 -2.0482 -4.1612
C -2.1819 2.0590 -1.0017
C -2.5111 2.5185 0.2554
C -1.9242 3.6813 0.8327
C -2.2873 4.1104 2.1050
C -3.1080 3.2816 2.8974
C -3.7735 2.1811 2.3225
C -3.4304 1.7743 1.0431
C -3.1910 3.6130 4.2694
N -3.2077 3.9051 5.4039
H -1.5391 2.6622 -1.6414
H -2.9119 1.4159 -1.4817
H -1.2496 4.2769 0.2130
H -1.8785 5.0432 2.4778
H -4.5475 1.6399 2.8677
H -3.8783 0.8844 0.5667
*
```

The calculation puts the HOMO energy at 1.0 eV. The calculation puts the LUMO energy at 4.32 eV.

=====

Record 2
Molecular formula: C42H34BeN5O2S3
Method: DFT, ωB97M-V/def2-TZVPD

The geometry in ORCA input format:
```
! wB97M-V def2-TZVPD RIJCOSX def2/J DEFGRID3
* xyz 1 1
Be 0.1605 0.0054 -0.7338
O -1.0462 -2.8700 -2.6112
C -0.5106 -2.0547 -1.8966
O -0.7126 -0.7768 -1.8413
C 0.5451 -2.4805 -0.8882
C 0.9632 -3.7824 -0.6932
C 1.9284 -4.0181 0.2714
C 2.4396 -2.9496 0.9982
C 1.9658 -1.6778 0.7378
N 1.0351 -1.4544 -0.1879
H 0.5251 -4.5643 -1.2970
H 2.2834 -5.0229 0.4585
H 3.1967 -3.0974 1.7550
H 2.3390 -0.8125 1.2713
N 1.1807 1.1526 -1.3935
S 1.4255 2.5721 -1.2702
N 0.1399 3.6142 -1.2469
S -0.6054 4.1445 -0.0055
N -1.0423 3.2314 1.1632
S -1.6384 1.6993 0.9296
N -0.7236 0.6451 0.5479
C -3.0573 1.9497 -0.1231
C -3.0571 1.2929 -1.3428
C -4.1373 1.4838 -2.1973
C -5.1868 2.3075 -1.8234
C -5.1742 2.9514 -0.5894
C -4.1062 2.7749 0.2709
C -2.3345 1.4639 2.5452
C -2.6298 2.5060 3.4126
C -3.2016 2.2104 4.6412
C -3.4721 0.8933 4.9858
C -3.1664 -0.1392 4.1091
C -2.5919 0.1417 2.8799
C 0.2955 5.4244 0.8286
C 0.6565 5.2954 2.1583
C 1.3996 6.3132 2.7411
C 1.7623 7.4271 1.9994
C 1.3860 7.5405 0.6650
C 0.6476 6.5341 0.0696
C -1.9714 5.0090 -0.7323
C -2.6795 5.8726 0.0951
C -3.7801 6.5319 -0.4213
C -4.1629 6.3130 -1.7405
C -3.4495 5.4386 -2.5462
C -2.3366 4.7760 -2.0470
C 2.4153 3.0633 0.1436
C 3.3116 4.1227 0.1105
C 4.0430 4.4168 1.2520
C 3.8733 3.6608 2.4039
C 2.9699 2.6063 2.4242
C 2.2377 2.2972 1.2880
C 2.2946 3.2349 -2.6668
C 2.1442 4.5439 -3.1011
C 2.8827 4.9761 -4.1917
C 3.7518 4.1034 -4.8332
C 3.8826 2.7930 -4.3946
C 3.1500 2.3486 -3.3050
H -2.2541 0.6186 -1.6161
H -4.1560 0.9683 -3.1482
H -6.0299 2.4426 -2.4888
H -6.0022 3.5833 -0.2961
H -4.0931 3.2631 1.2369
H -2.4041 3.5267 3.1372
H -3.4327 3.0112 5.3308
H -3.9190 0.6697 5.9453
H -3.3726 -1.1649 4.3828
H -2.3312 -0.6482 2.1874
H 0.3698 4.4146 2.7147
H 1.6952 6.2298 3.7783
H 2.3382 8.2174 2.4625
H 1.6632 8.4153 0.0927
H 0.3345 6.6160 -0.9642
H -2.3698 6.0325 1.1211
H -4.3387 7.2167 0.2022
H -5.0248 6.8304 -2.1408
H -3.7552 5.2675 -3.5695
H -1.7661 4.0895 -2.6564
H 3.4536 4.7006 -0.7925
H 4.7551 5.2313 1.2360
H 4.4544 3.8905 3.2876
H 2.8411 2.0174 3.3231
H 1.5260 1.4799 1.2806
H 1.4475 5.2051 -2.6060
H 2.7717 5.9917 -4.5472
H 4.3217 4.4444 -5.6872
H 4.5488 2.1118 -4.9061
H 3.2150 1.3259 -2.9586
*
```

The calculation puts the HOMO energy at -11.3 eV. The calculation puts the LUMO energy at -2.41 eV.

=====

Q: Which of these has the lowest LUMO?
A: C42H34BeN5O2S3